Entry from the OMol25 dataset: 6 unconnected molecules or ions with the total composition C18H26Cl6O12 at a distorted geometry (the ωB97M-V functional and the def2-TZVPD basis).

## Properties
Lowest unoccupied orbital energy = 0.19 eV
Structure (SMILES) = C[C@H]1COC(=O)O1.C[C@H]1COC(=O)O1.C[C@H]1COC(=O)O1.C[C@H]1COC(=O)O1.ClC(Cl)Cl.ClC(Cl)Cl
Frontier orbital gap = 10.83 eV
Electronic energy = -118792.5416 eV

Last column: Mulliken charge in e.
Atoms and positions in Å:
C1 3.39 4.72 0.22  -1.19
C2 2.94 4.97 1.62  0.48
C3 1.48 5.18 1.77  -0.28
O1 1.15 4.47 2.94  -0.32
C4 2.22 3.68 3.34  0.74
O2 2.25 3.05 4.39  -0.58
O3 3.22 3.75 2.41  -0.36
H1 2.78 3.93 -0.31  0.17
H2 4.46 4.35 0.28  0.33
H3 3.38 5.65 -0.42  0.35
H4 3.51 5.76 2.10  0.27
H5 0.90 4.75 0.88  0.17
H6 1.05 6.19 1.95  0.25
C5 -1.78 -1.40 3.15  -1.02
C6 -1.57 0.05 2.83  0.19
C7 -0.21 0.71 3.09  -0.33
O4 -0.11 1.71 2.07  -0.15
C8 -0.75 1.13 1.03  0.43
O5 -0.59 1.49 -0.16  -0.68
O6 -1.58 0.18 1.38  -0.12
H7 -1.72 -1.52 4.26  0.39
H8 -0.92 -1.93 2.79  0.03
H9 -2.71 -1.71 2.76  0.35
H10 -2.36 0.66 3.25  0.34
H11 0.62 0.00 2.98  0.07
H12 -0.22 1.14 4.06  0.46
C9 -3.98 -1.87 -0.45  -1.20
C10 -3.34 -2.86 -1.37  0.97
C11 -2.54 -3.92 -0.64  -0.11
O7 -2.73 -5.10 -1.42  -0.35
C12 -3.80 -4.94 -2.19  0.55
O8 -4.25 -5.78 -2.92  -0.56
O9 -4.31 -3.65 -2.10  -0.45
H13 -4.65 -2.41 0.26  0.38
H14 -4.49 -1.11 -1.04  0.34
H15 -3.25 -1.29 0.12  0.12
H16 -2.78 -2.33 -2.11  -0.11
H17 -2.92 -3.94 0.35  0.27
H18 -1.53 -3.65 -0.48  0.15
C13 -0.65 0.08 -3.38  -1.17
C14 0.26 -0.71 -2.51  0.34
C15 1.40 0.09 -1.88  -0.48
O10 1.65 -0.73 -0.71  -0.43
C16 0.53 -1.44 -0.41  0.34
O11 0.39 -2.08 0.58  -0.41
O12 -0.40 -1.30 -1.37  -0.05
H19 -1.33 -0.61 -3.83  0.41
H20 -0.03 0.67 -4.09  -0.01
H21 -1.20 0.83 -2.81  0.28
H22 0.61 -1.55 -3.05  0.56
H23 1.03 1.02 -1.52  0.33
H24 2.33 -0.02 -2.48  0.33
Cl1 3.70 -3.40 4.25  -0.13
C17 2.03 -3.09 3.90  0.48
Cl2 1.21 -2.56 5.37  -0.15
Cl3 1.13 -4.51 3.22  -0.15
H25 1.92 -2.33 3.15  -0.08
Cl4 1.50 2.20 -5.99  -0.12
C18 2.13 0.71 -6.68  0.04
Cl5 2.36 -0.60 -5.48  -0.11
Cl6 3.67 0.94 -7.53  -0.12
H26 1.45 0.29 -7.41  0.30



Entry from the OMol25 dataset: a gas-phase ion, C4H10NS (charge +1) at a distorted geometry (the ωB97M-V functional and the def2-TZVPD basis).

## Properties
Lowest unoccupied orbital energy = -4.30 eV
ΔE to the lowest compared entry with this formula, charge and spin = 181.6 kJ/mol
Net charge = +1
Frontier orbital gap = 9.94 eV
Electronic energy = -16627.0837 eV

Last column: Mulliken charge in e.
Atoms and positions in Å:
C1 -3.27 0.27 -0.29  -0.79
C2 0.18 0.17 -0.08  0.64
C3 2.67 -0.19 0.02  -1.24
C4 1.27 -0.65 -0.64  -0.68
N1 0.35 1.27 0.58  -0.35
S1 -1.49 -0.44 -0.61  -0.05
H1 -3.34 1.34 -0.61  0.35
H2 -3.75 -0.09 0.63  0.33
H3 2.60 0.79 0.04  0.41
H4 3.48 -0.68 -0.49  0.35
H5 2.71 -0.61 1.11  0.33
H6 1.23 -1.66 -0.54  0.48
H7 1.34 -0.46 -1.69  0.38
H8 -0.55 1.69 0.93  0.26
H9 -3.71 -0.22 -1.14  0.32
H10 1.19 1.79 0.95  0.25



Entry from the OMol25 dataset: 3 unconnected molecules or ions with the total composition C4H14NO2 at a distorted geometry (the ωB97M-V functional and the def2-TZVPD basis).

## Properties
Lowest unoccupied orbital energy = -2.94 eV
ΔE to the lowest compared entry with this formula, charge and spin = 212.5 kJ/mol
Net charge = +1
Frontier orbital gap = 12.05 eV
Electronic energy = -9952.5589 eV

Last column: Mulliken charge in e.
Atoms and positions in Å:
C1 -0.89 -0.78 -1.64  -0.56
N1 -0.48 -0.36 -0.16  -0.12
C2 1.03 -0.23 -0.26  -0.70
C3 1.54 -1.30 -1.28  -0.65
C4 0.19 -1.56 -2.28  -0.45
H1 -1.79 -1.30 -1.51  0.46
H2 -1.19 0.15 -2.20  0.29
H3 -0.72 -1.02 0.49  0.34
H4 -0.85 0.59 0.10  0.30
H5 1.57 -0.36 0.64  0.47
H6 1.27 0.80 -0.46  0.35
H7 2.45 -1.09 -1.80  0.41
H8 1.89 -2.28 -0.94  0.32
H9 -0.10 -2.66 -2.52  0.32
H10 0.50 -1.05 -3.38  0.24
H11 -0.74 2.72 4.22  0.35
H12 0.17 1.40 4.09  0.33
O1 -0.70 1.78 3.87  -0.69
H13 -0.44 2.61 1.51  0.27
H14 -1.56 1.85 2.15  0.33
O2 -1.15 2.09 1.35  -0.61